No. 1
The following is a DFT calculation (ωB97M-V/def2-TZVPD) of a 9-piece molecular cluster, C22H42Cl10N2O8 overall in a non-equilibrium geometry.

Output
E = -168079.6878 eV
charge = 0
HOMO level = -8.84 eV
orbital gap = 9.102 eV
SMILES = O=C1OCCO1.O=C1OCCO1.CNC(C)=O.CNC(C)=O.ClCCCl.ClCCCl.ClCCCl.ClCCCl.ClCCCl

The geometry in XYZ format:
```
84
C22H42Cl10N2O8 (ωB97M-V/def2-TZVPD)
C 18.6715 0.8691 19.9469
H 23.8313 -1.7921 16.9605
C 20.5106 2.3306 16.7482
H 23.5038 -0.6959 10.6728
H 23.5628 2.6489 18.1160
H 17.8592 6.5546 15.2825
H 20.7959 -0.0568 12.7544
H 19.5988 0.7592 20.5091
Cl 23.0529 -0.1542 18.4760
H 18.9167 0.8588 18.8849
H 26.1371 4.1394 18.4633
C 18.7232 10.7964 16.8970
H 18.9911 4.7484 16.4382
H 19.7040 -1.0775 9.6399
H 17.6606 10.8650 17.1299
H 20.7956 0.1223 10.3682
H 15.3637 5.3422 14.1951
H 23.5937 3.6691 13.6759
O 22.0334 1.2426 11.9936
H 19.3803 0.0714 11.0365
H 16.7319 7.2162 17.9764
C 16.3220 5.1519 14.6785
C 20.5220 -1.6532 11.6698
H 19.1325 11.7084 16.4625
Cl 15.6500 8.8473 19.3081
H 23.7668 2.5321 14.9223
C 17.9947 2.1390 20.1638
H 22.0935 -1.4026 16.7041
C 16.3068 6.1984 19.9415
C 23.2880 2.6598 13.9514
H 20.2538 -2.4280 14.3063
H 24.9076 -0.3946 11.6154
H 23.2230 -3.0609 19.0311
H 16.8326 4.3720 14.1135
Cl 25.9534 2.5566 16.7559
H 21.3212 4.6770 18.1821
O 20.3099 8.0628 15.6408
H 23.7173 -1.2272 12.2878
H 19.8553 11.2746 18.5411
C 19.4285 10.3587 18.1324
Cl 17.5908 -0.5297 20.2453
H 17.6715 6.4080 13.5370
H 17.8631 2.3363 21.2277
N 20.6739 -1.0545 12.8532
C 23.1666 0.8969 12.2226
C 19.9023 8.9562 16.3647
Cl 20.8018 -2.6887 18.7079
O 20.4191 3.3165 15.8920
H 21.1478 -1.0964 14.8886
H 18.9240 9.7629 18.8930
O 19.0164 9.7786 15.8733
H 15.0532 6.7981 18.2567
Cl 16.4778 2.2252 19.3187
H 21.9298 -2.3652 13.7684
C 23.8195 -0.3453 11.6554
N 23.8294 1.6067 13.1160
H 19.6877 4.4990 18.7415
C 15.9667 7.1330 18.7481
Cl 18.1298 6.1467 20.1248
H 16.0582 5.1696 19.6808
Cl 23.6625 4.8039 17.3331
H 25.7366 2.4535 19.0450
H 20.6160 5.1851 16.0766
C 20.0219 4.4265 16.5862
O 20.6291 -2.8866 11.3978
Cl 16.0439 7.8838 14.6272
C 20.0566 -0.6507 10.5789
Cl 16.2494 4.5838 16.3969
C 22.8720 -1.6001 17.4410
C 22.5327 -2.9131 18.2006
O 20.7801 1.1535 16.4916
H 22.2059 2.6176 14.0751
C 17.1279 6.4529 14.4807
H 23.7870 3.8136 19.5211
O 20.4013 2.7801 17.9951
O 20.2955 9.3711 17.5600
C 21.0635 -1.7551 14.0242
H 15.8520 6.5391 20.8716
H 22.6018 -3.7887 17.5551
C 24.0442 3.5503 18.4952
C 20.3704 4.1987 17.9467
H 24.7951 1.3947 13.3221
H 18.5656 2.9227 19.6659
C 25.5370 3.2411 18.3185
```

Electronic structure analysis, Mulliken charges in units of e:
1. C -0.1679
2. H 0.3871
3. C 0.7456
4. H 0.3549
5. H -0.1912
6. H -0.1997
7. H 0.2848
8. H 0.3459
9. Cl -0.1662
10. H -0.0783
11. H 0.3654
12. C -0.3614
13. H -0.8883
14. H 0.3427
15. H 0.2860
16. H 0.2503
17. H 0.4450
18. H 0.2835
19. O -0.7077
20. H 0.3481
21. H -0.0458
22. C -0.6471
23. C 0.6956
24. H 0.2991
25. Cl -0.2262
26. H 0.0328
27. C 0.5227
28. H -0.3554
29. C -0.0503
30. C -0.6167
31. H 0.3987
32. H 0.4198
33. H 0.3504
34. H 0.2901
35. Cl -0.1556
36. H -0.1319
37. O -0.6050
38. H 0.2304
39. H 0.2647
40. C -0.1619
41. Cl -0.2051
42. H 0.3773
43. H 0.3911
44. N -0.0142
45. C 0.8877
46. C 0.7426
47. Cl -0.1699
48. O -0.3504
49. H -0.0972
50. H 0.2069
51. O -0.3304
52. H 0.3761
53. Cl -0.1910
54. H 0.3493
55. C -1.2620
56. N -0.0786
57. H -0.5826
58. C -0.2268
59. Cl -0.2170
60. H -0.0089
61. Cl -0.1826
62. H 0.3424
63. H 0.2340
64. C 0.7599
65. O -0.6959
66. Cl -0.1821
67. C -1.1451
68. Cl -0.0790
69. C 0.1777
70. C -0.5149
71. O -0.5496
72. H 0.2452
73. C 0.0144
74. H 0.5029
75. O -0.2164
76. O -0.3322
77. C -0.7371
78. H 0.4291
79. H 0.3431
80. C -0.0459
81. C 0.8198
82. H 0.2226
83. H -0.6101
84. C -0.5838

No. 2
The following is a DFT calculation (ωB97M-V/def2-TZVPD) of one molecule with the formula C4H7FO in a non-equilibrium geometry.

Output
E = -9024.9978 eV
charge = 0
energy above the lowest of the compared OMol25 structures with the same formula, charge and spin = 1.2731 eV
HOMO level = -10.64 eV
orbital gap = 11.781 eV
SMILES = C[C@@H]1O[C@H]1CF

The geometry in XYZ format:
```
13
C4H7FO (ωB97M-V/def2-TZVPD)
O -0.4292 1.4355 0.0000
H -2.3182 -0.3788 -1.0089
C 1.8769 0.4883 0.0952
H 1.8384 0.6833 1.1822
C -1.8241 -0.6873 -0.0915
H -1.6270 -1.7737 -0.1794
H 0.4773 0.1517 -1.5052
H 2.5676 1.1508 -0.4191
F 2.4985 -0.7579 -0.0141
H -2.6131 -0.6266 0.6737
H -0.3200 -0.1203 1.3774
C 0.4965 0.3929 -0.4765
C -0.6236 0.0419 0.3662
```

Electronic structure analysis, natural (NBO) charges in units of e:
1. O -0.4846
2. H 0.2311
3. C 0.0398
4. H 0.1702
5. C -0.6456
6. H 0.2251
7. H 0.1883
8. H 0.1773
9. F -0.3759
10. H 0.2204
11. H 0.1809
12. C 0.0086
13. C 0.0645

No. 3
The following is a DFT calculation (ωB97M-V/def2-TZVPD) of C9H23N2O7V as an isolated structure in a non-equilibrium geometry.

Output
E = -52703.6551 eV
charge = -2
HOMO level = 1.39 eV
orbital gap = 2.896 eV

The geometry in XYZ format:
```
42
C9H23N2O7V (ωB97M-V/def2-TZVPD)
C 3.2983 1.3765 4.1002
C 1.2618 1.7052 2.6225
H -0.0999 -1.8538 -4.2459
H 3.1967 0.2868 4.1376
O 0.2281 0.3910 -3.2348
H -1.9190 -2.0968 2.4198
C 0.0926 -2.2753 1.9826
O -1.7778 1.0027 -0.9408
V -0.2571 -0.6516 -1.1062
O -1.6246 -1.5728 0.4432
H 3.6834 0.7991 1.7424
H -2.2908 2.9029 -1.1077
C 0.5820 0.0671 -4.3563
H 1.5116 0.6362 -6.1123
H 0.3364 -3.0542 2.7151
H 1.0669 0.6357 2.6377
H 2.8560 3.1078 3.0101
C -1.7112 -3.8525 1.2286
H 1.4171 1.8150 -4.8437
H -1.4031 -4.4607 2.0894
C -2.5404 1.9487 -1.6208
O 3.4766 1.7394 1.6853
N 1.2584 0.8791 -5.1764
H 0.3121 -1.2943 2.4066
H 0.6079 2.2054 3.3477
N 0.3992 -1.2118 -4.8400
H 2.7410 1.8009 4.9363
C -1.3593 -2.3972 1.5154
H 0.9035 2.1948 1.7164
O 0.2149 -1.9998 -1.7284
C -4.1265 1.9184 -1.6107
H 0.7625 -2.3303 1.1188
H -2.1011 2.2154 -2.6047
H -1.2374 -4.2261 0.3187
H 0.7961 -1.5116 -5.7065
H 4.3787 1.5335 4.1329
H -4.5172 1.4253 -2.5357
H -2.7911 -3.9808 1.1273
O -4.7485 1.3184 -0.5452
C 2.7061 2.0334 2.8446
O 0.9715 -0.1096 -0.2361
H -4.5543 2.9405 -1.7270
```

Electronic structure analysis, Mulliken charges in units of e:
1. C -1.3800
2. C -0.4260
3. H 0.2209
4. H 0.3168
5. O -0.4746
6. H 0.1128
7. C -0.9046
8. O -0.0912
9. V 1.2397
10. O -0.4932
11. H 0.3200
12. H 0.2257
13. C 0.6080
14. H 0.1423
15. H 0.4285
16. H -0.4203
17. H 0.2479
18. C -1.3920
19. H 0.2462
20. H 0.4242
21. C -0.6728
22. O -0.5346
23. N -0.4243
24. H -0.3177
25. H 0.4235
26. N -0.3734
27. H 0.3873
28. C 0.7966
29. H 0.3324
30. O -0.6640
31. C -0.4471
32. H 0.2676
33. H 0.1564
34. H 0.2181
35. H 0.1433
36. H 0.3596
37. H 0.0852
38. H 0.3439
39. O -0.9487
40. C 0.4255
41. O -0.7290
42. H 0.2209

No. 4
The following is a DFT calculation (ωB97M-V/def2-TZVPD) of C5H10O2 as an isolated structure in a non-equilibrium geometry.

Output
E = -9439.7767 eV
charge = 0
energy above the lowest of the compared OMol25 structures with the same formula, charge and spin = 3.2663 eV
HOMO level = -9.34 eV
orbital gap = 10.184 eV

The geometry in XYZ format:
```
17
C5H10O2 (ωB97M-V/def2-TZVPD)
C -1.1706 1.6407 0.1243
H -2.4884 0.3011 1.2359
H 0.3442 -0.6110 -1.5754
H 2.6560 0.4876 -0.8050
H 1.9375 -0.7424 1.0600
H -2.5985 0.1590 -0.5818
C -1.9493 0.3865 0.2747
H -1.3482 2.3102 -0.7055
H 1.8274 -2.0807 -0.1249
C 1.8121 -0.9778 -0.0160
O 2.8596 -0.4603 -0.7900
H -0.9920 -1.7831 0.0317
H -0.3541 -0.8014 1.4081
C -0.6567 -0.7838 0.3488
C 0.4750 -0.2929 -0.5212
O 0.5615 1.0952 -0.4067
H -0.9109 2.1508 1.0450
```

Electronic structure analysis, natural (NBO) charges in units of e:
1. C -0.0344
2. H 0.2325
3. H 0.1555
4. H 0.4769
5. H 0.1512
6. H 0.2195
7. C -0.4781
8. H 0.2105
9. H 0.1773
10. C -0.0602
11. O -0.7140
12. H 0.2153
13. H 0.2004
14. C -0.3658
15. C 0.0418
16. O -0.6309
17. H 0.2021

No. 5
The following is a DFT calculation (ωB97M-V/def2-TZVPD) of C17H20Br2N4O5S4Y as an isolated structure.

Output
E = -218619.6595 eV
charge = +1
energy above the lowest of the compared OMol25 structures with the same formula, charge and spin = 0.0209 eV
HOMO level = -10.02 eV
orbital gap = 6.440 eV

The geometry in XYZ format:
```
53
C17H20Br2N4O5S4Y (ωB97M-V/def2-TZVPD)
Y 0.2264 0.2787 -0.8057
H -5.6059 -1.1428 0.1084
N 1.9206 -1.1828 0.1873
H 2.1321 -0.3234 2.0283
C -1.2463 2.8199 0.8534
C -2.8429 1.0055 0.5552
H -1.3867 3.6753 0.1926
C 2.0190 -3.1752 -2.8253
H 2.5949 3.8963 2.8332
H 3.7728 -2.0141 2.8488
C 2.9351 -4.1848 -2.4710
H 2.6998 2.6338 1.5829
C 3.5139 -4.1973 -1.2369
N -3.6037 -1.3288 0.7048
H -5.0332 0.1631 1.1596
C 2.4480 -1.1422 1.3931
S -0.6708 2.2261 -4.5623
C 1.6695 -2.1686 -1.9537
H 2.8505 4.3415 1.1300
H -2.3785 -2.9874 0.3533
H 0.8521 5.6286 2.4031
C 2.2845 -2.1926 -0.6620
C -3.4037 -2.7747 0.6321
H -3.6232 -3.2220 1.6014
C 3.3701 -2.0943 1.8496
H 0.4661 5.5631 0.6732
O -1.6392 1.6396 0.1795
C 0.2287 2.6527 1.2256
O -1.6272 0.4025 -2.3611
O -1.4266 -0.9003 0.3235
H -1.8364 2.9652 1.7630
C 3.7441 -3.1108 1.0149
H 3.1744 -4.9534 -3.1922
S 1.2164 2.0560 -3.7518
C 3.2045 -3.1916 -0.2857
H -3.6368 1.2748 -0.1447
C 2.3579 3.6386 1.8014
C -4.9727 -0.9022 0.9629
C 0.3371 5.0591 1.6327
N 0.9144 3.7197 1.5899
N -1.8317 -0.2771 -3.3598
H 4.4541 -3.8588 1.3406
C -2.5888 -0.5017 0.5225
Br 1.2428 -3.2052 -4.5399
S 1.0747 2.6417 -1.7789
H -5.3511 -1.4307 1.8373
H -0.7167 5.0301 1.8952
O 0.7307 1.5117 1.1601
S -1.3445 0.3041 -4.8319
O 0.8202 -1.2054 -2.2251
H -4.0809 -3.1902 -0.1137
H -3.1410 1.3060 1.5634
Br 4.7329 -5.5754 -0.8007
```

Electronic structure analysis, natural (NBO) charges in units of e:
1. Y 1.9637
2. H 0.2217
3. N -0.5545
4. H 0.2142
5. C -0.1514
6. C -0.1458
7. H 0.2346
8. C -0.1709
9. H 0.2146
10. H 0.2352
11. C -0.2137
12. H 0.2439
13. C -0.1195
14. N -0.3649
15. H 0.2115
16. C 0.0893
17. S -0.0164
18. C 0.3674
19. H 0.2240
20. H 0.2498
21. H 0.2300
22. C 0.0897
23. C -0.4203
24. H 0.2148
25. C -0.2712
26. H 0.2259
27. O -0.5519
28. C 0.6967
29. O -0.4548
30. O -0.7190
31. H 0.2142
32. C -0.1045
33. H 0.2501
34. S 0.0589
35. C -0.0417
36. H 0.2244
37. C -0.4190
38. C -0.4133
39. C -0.4189
40. N -0.3677
41. N -0.0015
42. H 0.2414
43. C 0.6959
44. Br 0.0914
45. S -0.5834
46. H 0.2242
47. H 0.2111
48. O -0.7325
49. S 0.4677
50. O -0.8839
51. H 0.2180
52. H 0.2137
53. Br 0.0827

No. 6
The following is a DFT calculation (ωB97M-V/def2-TZVPD) of a 2-piece molecular cluster, C2HBrCl2S overall in a non-equilibrium geometry.

Output
E = -108006.4565 eV
charge = 0
energy above the lowest of the compared OMol25 structures with the same formula, charge and spin = 5.2392 eV
HOMO level (spin up / spin down) = -8.40 / -8.39 eV
orbital gap (spin up / spin down) = 7.120 / 7.119 eV

The geometry in XYZ format:
```
7
C2HBrCl2S (ωB97M-V/def2-TZVPD)
C -2.2056 1.4116 -1.1236
Cl -0.3995 1.1173 1.5161
C -0.1158 0.6677 0.0147
Br -4.4304 -0.6060 0.7605
H -0.0313 -0.5304 -0.1012
Cl -2.3003 3.0488 -1.0590
S -2.6461 -0.0752 -0.6534
```

Electronic structure analysis, natural (NBO) charges in units of e:
1. C -0.3588
2. Cl 0.1292
3. C -0.3004
4. Br -0.3240
5. H 0.1564
6. Cl 0.2018
7. S 0.4959

No. 7
The following is a DFT calculation (ωB97M-V/def2-TZVPD) of C24H24Cl3CoN6O2S as an isolated structure in a non-equilibrium geometry.

Output
E = -124338.4722 eV
charge = +1
energy above the lowest of the compared OMol25 structures with the same formula, charge and spin = 0.1439 eV
HOMO level (spin up / spin down) = -11.39 / -11.39 eV
orbital gap (spin up / spin down) = 8.396 / 8.342 eV
spin multiplicity = 4

The geometry in XYZ format:
```
61
C24H24Cl3CoN6O2S (ωB97M-V/def2-TZVPD)
H -2.4846 0.0217 3.4736
H 2.7016 0.3396 -6.4848
H 3.2355 -1.0415 0.9536
H -0.7085 1.9052 2.9821
H -0.2890 0.0944 4.4221
H -0.8479 2.6269 0.0288
H 0.2765 0.8582 -6.1422
H -1.5981 1.2629 -4.5240
H -2.1924 0.3972 0.9996
N 1.8597 -1.5740 -0.4898
N -0.7766 -2.3462 0.3377
C 3.7336 -3.4501 -1.3463
C 4.0979 0.1985 -4.8803
C -1.4860 0.9100 -1.8287
C 1.7317 0.5633 -4.5708
H 2.8640 1.2141 0.9857
C -0.5968 1.0159 -4.2014
H 4.9488 -2.6600 0.2412
C -1.5325 -3.0267 -0.1873
C 1.9101 0.5488 -3.1684
C -2.5015 -3.8764 -0.8794
C -1.1692 1.8461 1.9973
H 0.6618 -2.2259 -2.0422
N 0.8576 1.5604 0.5852
O -2.2910 1.8210 -1.8561
H 2.2357 2.6713 1.7483
H -2.0904 -1.3577 2.4437
H 4.9509 0.0494 -5.5281
H 3.3496 0.4718 -1.5706
N 0.8495 0.6449 -2.3135
C -0.4521 -0.6657 3.6600
Cl -1.6129 -4.7770 -2.1191
H -2.0948 2.4248 2.0486
C -1.7152 -0.4084 2.8232
S 1.0821 -0.7833 2.6818
N 1.8087 -4.8612 -3.9396
H 1.1891 1.4534 3.5268
C 2.5051 -3.3203 -1.9863
C -0.2619 2.4591 0.9328
C 3.2161 0.4179 -2.6453
C 1.8084 0.8891 2.8354
C 4.0058 -2.6081 -0.2831
H 2.7817 0.7615 3.3076
H 5.2827 0.1645 -3.0760
C 1.6089 -2.3629 -1.5335
C -0.3378 0.8745 -2.8213
C 4.2834 0.2513 -3.4822
Co 0.0944 -0.4535 0.2088
H 4.4492 -4.1888 -1.6802
Cl -3.7232 -2.8368 -1.6070
H 0.1125 3.4275 1.2791
C 0.4323 0.8156 -5.0710
H 1.1861 1.8294 -0.3398
Cl -3.2219 -4.9738 0.3026
C 1.9996 1.6284 1.5074
H -0.5405 -1.6219 4.1727
C 2.8507 0.3597 -5.4122
C 3.0438 -1.6961 0.1146
O -1.4578 -0.0680 -0.9902
N -1.4310 0.4409 1.6730
C 2.1272 -4.1682 -3.0817
```

Electronic structure analysis, natural (NBO) charges in units of e:
1. H 0.2043
2. H 0.2241
3. H 0.2030
4. H 0.1877
5. H 0.2296
6. H 0.2433
7. H 0.2286
8. H 0.2474
9. H 0.4258
10. N -0.5328
11. N -0.4184
12. C -0.0949
13. C -0.2110
14. C 0.7465
15. C -0.1344
16. H 0.2028
17. C -0.2374
18. H 0.2374
19. C 0.3802
20. C 0.2149
21. C -0.2395
22. C -0.2366
23. H 0.2237
24. N -0.7007
25. O -0.6230
26. H 0.2076
27. H 0.2127
28. H 0.2286
29. H 0.1933
30. N -0.5217
31. C -0.5282
32. Cl 0.1058
33. H 0.2205
34. C -0.2326
35. S 0.1935
36. N -0.2465
37. H 0.2284
38. C -0.1961
39. C -0.2462
40. C -0.1891
41. C -0.5344
42. C -0.1944
43. H 0.2449
44. H 0.2216
45. C 0.1013
46. C 0.1415
47. C -0.2062
48. Co 1.4493
49. H 0.2475
50. Cl 0.1258
51. H 0.1999
52. C -0.1106
53. H 0.4207
54. Cl 0.1066
55. C -0.2337
56. H 0.2520
57. C -0.1540
58. C 0.0517
59. O -0.8878
60. N -0.6968
61. C 0.2543

No. 8
The following is a DFT calculation (ωB97M-V/def2-TZVPD) of one molecule with the formula C6H7FN2O in a non-equilibrium geometry.

Output
E = -14079.6896 eV
charge = 0
energy above the lowest of the compared OMol25 structures with the same formula, charge and spin = 0.0000 eV
HOMO level = -9.35 eV
orbital gap = 9.667 eV
SMILES = C[C@@H](F)c1nccn1C=O

The geometry in XYZ format:
```
17
C6H7FN2O (ωB97M-V/def2-TZVPD)
C 0.0519 -0.2552 -0.0807
C 2.5388 0.4216 -0.0006
H 2.6785 0.4046 -1.0688
H -2.9284 -1.3684 -0.3961
H 3.2013 1.3427 0.3365
H 2.6408 -0.3934 0.6594
C -1.8366 -1.3460 -0.2932
C 1.0516 0.8354 0.1581
H -1.4521 1.8755 0.5222
N 0.3741 -1.5021 -0.1956
F 0.6660 1.8919 -0.6600
C -2.0530 1.0923 0.2354
H -0.6591 -3.2190 -0.1978
N -1.3167 -0.0558 -0.1336
C -0.7643 -2.1939 -0.1998
O -3.2393 1.1385 0.2204
H 1.0466 1.3313 1.0943
```

Electronic structure analysis, natural (NBO) charges in units of e:
1. C 0.3213
2. C -0.6220
3. H 0.2302
4. H 0.2443
5. H 0.2094
6. H 0.2405
7. C -0.0808
8. C 0.1653
9. H 0.1384
10. N -0.4319
11. F -0.3762
12. C 0.5738
13. H 0.2121
14. N -0.4144
15. C -0.0744
16. O -0.5114
17. H 0.1757